Entry 1
Formula: C21H26N2O3
Source: the OMol25 dataset
Level of theory: ωB97M-V with the def2-TZVPD basis set

Its SMILES is CC(=O)Nc1c(C)ccc(CNC(=O)COc2cc(C)ccc2C)c1C. Its HOMO-LUMO gap is 9.09 eV. The molar mass is 354.4 g mol⁻¹. The value obtained for the HOMO energy is -8.40 eV.

Each line ends with the Löwdin charge.
CARTESIAN COORDINATES (ANGSTROEM)
C1 -2.22262 -3.22537 0.59965  0.007
C2 -2.33806 -1.84711 -0.01737  -0.528
O1 -2.47748 -1.65221 -1.20442  0.060
N1 -2.28436 -0.84620 0.90380  0.119
C3 -2.22645 0.52623 0.55271  -0.150
C4 -1.05679 1.23821 0.84222  -0.131
C5 -0.95905 2.56635 0.43054  -0.171
C6 -2.03934 3.15999 -0.21167  -0.035
C7 -3.20345 2.45748 -0.44594  -0.035
C8 -3.31520 1.12275 -0.08217  -0.199
C9 -4.56578 0.35540 -0.36666  -0.035
H1 -4.85678 -0.24483 0.49360  0.085
H2 -5.37698 1.03015 -0.62296  0.077
H3 -4.39602 -0.32358 -1.20051  0.076
H4 -4.03484 2.94452 -0.93177  0.110
H5 -1.96418 4.18939 -0.52996  0.109
C10 0.33246 3.33359 0.53603  -0.118
N2 1.27765 2.78868 -0.42285  0.095
C11 2.54235 2.44646 -0.12933  -0.494
O2 3.08627 2.66455 0.93279  0.064
C12 3.23018 1.73946 -1.30705  -0.096
O3 2.42327 0.70782 -1.83008  -0.054
C13 2.21254 -0.41498 -1.06082  -0.205
C14 2.85306 -0.64982 0.14921  0.011
C15 2.60768 -1.80761 0.87823  -0.288
C16 1.71147 -2.73876 0.37417  -0.064
C17 1.06836 -2.50297 -0.82888  -0.048
C18 1.29421 -1.34794 -1.56152  -0.197
C19 0.54274 -1.11531 -2.83715  -0.020
H6 -0.51867 -0.99325 -2.61463  0.070
H7 0.90906 -0.22946 -3.34733  0.073
H8 0.64444 -1.97689 -3.49755  0.087
H9 0.36447 -3.22539 -1.21599  0.116
H10 1.51555 -3.64885 0.92444  0.107
C20 3.31173 -2.03273 2.18253  -0.043
H11 2.74654 -2.71162 2.81858  0.075
H12 4.29268 -2.47457 2.00529  0.084
H13 3.45790 -1.09227 2.70927  0.080
H14 3.53910 0.07446 0.56001  0.113
H15 3.35226 2.45241 -2.12935  0.140
H16 4.22049 1.38238 -1.00225  0.134
H17 0.89438 2.48354 -1.30631  0.154
H18 0.15456 4.39055 0.30824  0.124
H19 0.79448 3.27075 1.52396  0.125
C21 0.04341 0.52958 1.57973  -0.001
H20 -0.26963 0.31532 2.60467  0.097
H21 0.95373 1.11442 1.62940  0.068
H22 0.27654 -0.41567 1.08904  0.069
H23 -1.96852 -1.08187 1.83381  0.143
H24 -2.99851 -3.36911 1.34795  0.083
H25 -2.33103 -3.97561 -0.17905  0.086
H26 -1.24980 -3.34045 1.07373  0.070

***

Entry 2
Formula: C21H26N2O3
Source: the OMol25 dataset
Level of theory: ωB97M-V with the def2-TZVPD basis set

Its SMILES is COc1ccccc1CNC(=O)[C@H](NC(=O)c1ccc(C)cc1)C(C)C. Its HOMO-LUMO gap is 9.16 eV. The molar mass is 354.4 g mol⁻¹. The value obtained for the HOMO energy is -8.45 eV.

Each line ends with the Löwdin charge.
CARTESIAN COORDINATES (ANGSTROEM)
C1 3.56340 3.68195 3.69500  -0.084
H1 3.74291 3.05785 4.56917  0.095
O1 2.55559 3.02755 2.96604  -0.087
C2 2.13443 3.57268 1.78982  -0.223
C3 2.61304 4.76921 1.26695  -0.024
C4 2.12167 5.25422 0.06661  -0.088
C5 1.14782 4.55889 -0.62377  -0.091
C6 0.66721 3.36827 -0.10530  -0.036
C7 1.14840 2.86099 1.09052  -0.128
C8 0.61954 1.55537 1.62476  -0.099
N1 0.80337 0.49279 0.65855  0.095
C9 1.19062 -0.74578 0.99229  -0.444
O2 1.45811 -1.11089 2.11926  0.070
C10 1.20496 -1.68950 -0.23227  -0.206
N2 -0.17179 -2.05103 -0.52256  0.125
C11 -0.99175 -1.25519 -1.24216  -0.427
O3 -0.61987 -0.18263 -1.70173  0.046
C12 -2.37340 -1.76513 -1.44012  -0.137
C13 -3.38846 -0.83570 -1.65054  -0.007
C14 -4.69099 -1.24932 -1.84247  -0.032
C15 -5.01376 -2.60183 -1.84428  -0.275
C16 -3.99411 -3.52789 -1.65519  -0.038
C17 -2.68927 -3.12050 -1.45310  -0.025
H2 -1.91619 -3.86681 -1.33757  0.107
H3 -4.22581 -4.58342 -1.67123  0.112
C18 -6.43002 -3.04924 -2.03118  -0.049
H4 -6.47042 -4.04832 -2.45842  0.077
H5 -6.97093 -2.36348 -2.67912  0.078
H6 -6.94020 -3.07323 -1.06748  0.087
H7 -5.46935 -0.51619 -1.99765  0.114
H8 -3.13308 0.21322 -1.66006  0.118
H9 -0.55486 -2.82127 0.00173  0.147
C19 2.06245 -2.93595 0.00451  -0.381
C20 1.96707 -3.89366 -1.18129  -0.065
H10 2.33268 -3.40956 -2.08458  0.086
H11 2.57271 -4.77761 -0.99667  0.079
H12 0.94280 -4.21259 -1.35827  0.061
C21 3.51512 -2.52662 0.23542  -0.059
H13 3.59204 -1.88624 1.10887  0.074
H14 4.13015 -3.40805 0.39968  0.080
H15 3.90234 -1.99106 -0.62920  0.086
H16 1.69415 -3.43051 0.90983  0.141
H17 1.57701 -1.13486 -1.10148  0.161
H18 0.48954 0.66139 -0.29212  0.101
H19 -0.44936 1.66090 1.85841  0.138
H20 1.15060 1.26786 2.53332  0.119
H21 -0.09675 2.82225 -0.63985  0.114
H22 0.76297 4.93872 -1.55760  0.100
H23 2.50702 6.18437 -0.32417  0.103
H24 3.37186 5.33221 1.78722  0.100
H25 4.48940 3.76781 3.11718  0.097
H26 3.24387 4.67720 4.02178  0.096

***

Which is the most stable structure? entry 1 is the most stable.

***

Entry 1
Formula: C25H32ClCuNP2
Source: the OMol25 dataset
Level of theory: ωB97M-V with the def2-TZVPD basis set

Its HOMO-LUMO gap is 5.98 eV. As for the charge: -1. The molar mass is 507.5 g mol⁻¹. The value obtained for the HOMO energy is -3.09 eV.

Each line ends with the Löwdin charge.
CARTESIAN COORDINATES (ANGSTROEM)
Cu1 0.01656 -0.05585 -0.80329  0.128
C1 -0.85475 -1.87379 2.14605  -0.243
P1 -1.08655 -1.68687 0.32667  0.761
C2 -2.59984 -2.62505 -0.12935  -0.261
C3 0.09943 -3.18940 -0.04835  -0.438
C4 1.54928 -2.95424 0.38672  -0.453
P2 2.22213 -1.28991 -0.06991  0.843
C5 2.49780 -1.56432 -1.87300  -0.273
C6 3.96383 -1.53167 0.48906  -0.290
H1 -0.64964 -2.91522 2.39937  0.038
H2 -1.73618 -1.54338 2.68579  0.013
H3 -0.00540 -1.26500 2.46639  0.038
H4 -2.37285 -3.66290 -0.37315  0.028
H5 -3.08153 -2.14612 -0.98169  0.010
H6 -3.30614 -2.59218 0.70139  0.037
H7 0.05733 -3.34351 -1.13417  0.059
H8 -0.27368 -4.11098 0.41437  0.057
H9 2.23306 -3.70318 -0.03188  0.064
H10 1.63184 -3.03321 1.47580  0.063
H11 3.10987 -2.45596 -2.04119  0.040
H12 2.99115 -0.69116 -2.30290  0.022
H13 1.53949 -1.69002 -2.38040  0.027
H14 4.30729 -2.54250 0.24845  0.032
H15 4.04099 -1.37562 1.56623  0.032
H16 4.60771 -0.80190 -0.00477  0.008
N1 1.62757 2.45918 0.83704  0.122
C7 2.69615 2.16334 -0.00543  -0.304
C8 3.95676 1.88865 0.52585  -0.070
C9 5.04207 1.64227 -0.30082  -0.142
C10 4.88970 1.67338 -1.67956  -0.119
C11 3.63451 1.95843 -2.20936  -0.061
C12 2.53001 2.20004 -1.40266  -0.164
C13 1.19474 2.52577 -1.99648  -0.246
C14 1.07682 3.71251 -2.72627  -0.060
C15 -0.13272 4.07204 -3.30317  -0.118
C16 -1.22945 3.23394 -3.13749  -0.118
C17 -1.09392 2.05771 -2.40680  -0.141
C18 0.11440 1.65340 -1.80857  -0.171
H17 1.67621 1.99219 1.72975  0.083
H18 0.72794 2.31129 0.39585  0.056
H19 4.07990 1.87103 1.60379  0.107
H20 6.00890 1.42451 0.13818  0.097
H21 5.73108 1.48004 -2.33288  0.089
H22 3.49199 1.98436 -3.28440  0.115
H23 1.94435 4.35625 -2.83202  0.104
H24 -0.21898 4.99481 -3.86495  0.086
H25 -2.18920 3.49490 -3.57040  0.088
H26 -1.97478 1.43201 -2.29591  0.071
Cl1 -5.30616 -0.53386 -0.51775  0.645
C19 -5.00119 -0.39566 1.20716  -0.607
C20 -6.06922 -0.63762 2.05635  -0.150
C21 -5.91887 -0.50837 3.42848  -0.138
C22 -4.67711 -0.11403 3.92253  -0.122
C23 -3.62167 0.11732 3.06241  -0.085
C24 -3.71764 -0.02937 1.65547  -0.353
C25 -2.55783 0.10728 0.79888  -0.255
H27 -7.02258 -0.92097 1.62826  0.088
H28 -6.75290 -0.69794 4.09177  0.082
H29 -4.53552 0.01949 4.98913  0.090
H30 -2.66904 0.44349 3.46535  0.102
H31 -2.80669 0.40876 -0.21747  0.009
H32 -1.82881 0.80335 1.22385  0.045

***

Entry 2
Formula: C25H32ClCuNP2
Source: the OMol25 dataset
Level of theory: ωB97M-V with the def2-TZVPD basis set

Its HOMO-LUMO gap is 5.41 eV. As for the charge: -1. The molar mass is 507.5 g mol⁻¹. The value obtained for the HOMO energy is -2.58 eV.

Each line ends with the Löwdin charge.
CARTESIAN COORDINATES (ANGSTROEM)
Cu1 0.26673 -1.05510 -0.55724  0.184
C1 -0.56853 2.09998 -2.15925  -0.294
P1 -0.51310 2.32521 -0.33719  0.855
C2 -1.31134 3.98458 -0.24694  -0.313
C3 1.24838 2.87437 -0.14161  -0.457
C4 2.27181 1.81409 -0.55513  -0.423
P2 1.98148 0.15175 0.20452  0.794
C5 1.98905 0.54594 1.97770  -0.241
C6 3.60970 -0.62290 -0.03225  -0.250
H1 -0.06322 2.91331 -2.68914  0.039
H2 -1.61550 2.06330 -2.46268  0.023
H3 -0.12059 1.14127 -2.42741  0.014
H4 -0.87362 4.69234 -0.95688  0.031
H5 -1.21183 4.38799 0.76253  0.029
H6 -2.37448 3.87045 -0.46258  0.017
H7 1.38435 3.11053 0.91820  0.062
H8 1.41892 3.80108 -0.70112  0.071
H9 3.28240 2.15115 -0.29836  0.073
H10 2.24928 1.66777 -1.63957  0.070
H11 2.81530 1.21746 2.22718  0.051
H12 2.09883 -0.38340 2.54003  0.018
H13 1.04095 1.00846 2.25341  0.036
H14 4.41166 0.05939 0.25975  0.045
H15 3.73470 -0.90777 -1.07710  0.046
H16 3.66139 -1.52493 0.57549  -0.004
N1 -2.21634 -1.14813 1.08532  0.123
C7 -2.97968 -0.33584 0.26784  -0.291
C8 -3.67261 0.74334 0.82596  -0.069
C9 -4.41762 1.60471 0.04032  -0.132
C10 -4.48545 1.41348 -1.33222  -0.126
C11 -3.81039 0.33450 -1.88709  -0.070
C12 -3.05949 -0.55345 -1.12371  -0.154
C13 -2.42846 -1.73872 -1.77481  -0.232
C14 -3.26616 -2.54277 -2.55766  -0.067
C15 -2.77421 -3.66004 -3.21171  -0.120
C16 -1.43073 -3.98052 -3.07048  -0.120
C17 -0.61162 -3.18292 -2.28226  -0.141
C18 -1.06214 -2.03432 -1.60567  -0.184
H17 -1.84555 -1.99226 0.67676  0.056
H18 -2.48442 -1.21433 2.05122  0.092
H19 -3.60725 0.90757 1.89533  0.102
H20 -4.94085 2.43261 0.50505  0.093
H21 -5.05698 2.08660 -1.95876  0.088
H22 -3.85689 0.16428 -2.95726  0.112
H23 -4.31755 -2.28741 -2.64266  0.102
H24 -3.43202 -4.27692 -3.81306  0.086
H25 -1.02378 -4.85657 -3.56398  0.088
H26 0.43049 -3.47432 -2.18474  0.077
Cl1 3.86605 -4.26115 0.45975  0.610
C19 3.35460 -3.54137 1.98527  -0.638
C20 4.27336 -3.50715 3.01169  -0.170
C21 3.93563 -2.99922 4.26215  -0.158
C22 2.62035 -2.55158 4.43722  -0.151
C23 1.70503 -2.58289 3.41379  -0.113
C24 2.01077 -3.05726 2.08894  -0.402
C25 1.09591 -3.01457 1.04790  -0.120
H27 5.26827 -3.89455 2.82536  0.086
H28 4.65869 -2.97140 5.06581  0.070
H29 2.30827 -2.17079 5.40487  0.087
H30 0.69257 -2.23263 3.59010  0.099
H31 1.30175 -3.49993 0.10512  -0.003
H32 0.05952 -2.77779 1.26663  0.012

***

Which is the most stable structure? entry 2 is the most stable.